[1]
# C2H3NO2S

A 2-piece molecular cluster, C2H3NO2S overall in a non-equilibrium geometry (wB97M-V/def2-TZVPD, the OMol25 dataset).

Output
LUMO level = -0.18 eV
HOMO = -9.7 eV
Total energy = -681.3528 hartree
Molar mass = 105.1 g/mol
ΔE to the lowest compared entry with this formula, charge and spin = 2.900 eV
Gap between HOMO and LUMO = 9.51 eV

ORCA input file:
```
! wB97M-V def2-TZVPD RIJCOSX def2/J DEFGRID3
* xyz 0 1
C 1.07 -0.28 -0.15
C 0.64 0.67 0.58
N 1.23 -1.10 -1.04
O -2.37 -0.67 0.94
O -2.01 1.04 -0.67
S -1.74 -0.28 -0.28
H 0.48 0.53 1.58
H 0.65 1.66 0.36
H 2.06 -1.56 -1.31
*
```

***

[2]
# C25H41Cl3CoN3O3Si

C25H41Cl3CoN3O3Si as an isolated structure in a non-equilibrium geometry (wB97M-V/def2-TZVPD, the OMol25 dataset).

Output
LUMO level (spin up / spin down) = 0.42 / -1.89 eV
HOMO (spin up / spin down) = -8.6 / -8.5 eV
Total energy = -4420.1232 hartree
Molar mass = 625.0 g/mol
Gap between HOMO and LUMO (spin up / spin down) = 9.02 / 6.66 eV

ORCA input file:
```
! wB97M-V def2-TZVPD RIJCOSX def2/J DEFGRID3
* xyz 0 5
C 1.56 -0.98 -3.25
C 1.06 0.40 -2.96
H 1.37 -1.28 -4.28
H 1.05 -1.69 -2.58
H 2.64 -1.06 -3.05
C 0.44 1.18 -3.85
C 0.16 0.82 -5.28
H 0.14 2.21 -3.58
H 0.08 -0.26 -5.43
H 0.93 1.21 -5.97
H -0.80 1.27 -5.60
Co 0.92 -1.09 0.68
Cl 2.99 -0.72 1.06
Cl -0.37 -2.66 -0.04
C 0.43 2.82 1.98
O -0.43 1.93 2.04
N 0.17 4.15 2.11
C -1.17 4.62 2.40
C 1.23 5.14 2.09
H 1.50 2.60 1.81
H -1.85 3.77 2.46
H -1.50 5.31 1.62
H -1.16 5.17 3.36
H 2.17 4.68 1.76
H 1.36 5.58 3.10
H 0.96 5.96 1.40
H -1.57 -1.10 -2.54
H -2.05 1.56 -2.89
C -2.44 -1.07 -1.88
C -2.91 1.30 -2.25
N -2.55 0.26 -1.31
H -2.30 -1.79 -1.07
C -2.49 0.49 0.03
O -2.43 -0.38 0.90
H -3.24 2.20 -1.71
H -2.54 1.57 0.28
H -3.33 -1.30 -2.47
H -3.71 0.95 -2.92
O 0.39 0.09 -0.75
C 1.27 0.84 -1.51
C -0.13 2.92 -1.15
C 1.12 2.35 -1.29
H -0.98 2.25 -1.02
C -0.30 4.31 -1.22
H 2.30 0.57 -1.21
C 2.24 3.19 -1.37
H -1.30 4.73 -1.18
C 0.81 5.15 -1.37
C 2.09 4.58 -1.42
H 3.24 2.74 -1.42
H 0.68 6.23 -1.44
H 2.96 5.22 -1.50
Si 0.65 -5.73 0.31
Cl 1.42 -4.66 -1.36
C -1.20 -5.70 0.60
C 1.68 -5.12 1.74
C 1.03 -7.57 -0.01
H -1.62 -4.70 0.45
H -1.43 -6.02 1.63
H -1.71 -6.39 -0.08
H 0.29 -7.99 -0.71
H 0.99 -8.15 0.92
H 2.04 -7.69 -0.45
H 1.52 -4.05 1.92
H 2.74 -5.30 1.52
H 1.41 -5.69 2.64
C -0.80 -1.15 5.19
C 0.25 -0.31 4.82
C 0.69 -0.31 3.50
N 0.14 -1.10 2.56
C -0.93 -1.84 2.89
C -1.39 -1.93 4.21
H -1.15 -1.19 6.23
H 0.76 0.34 5.53
H 1.52 0.30 3.16
H -1.39 -2.37 2.07
H -2.21 -2.61 4.41
*
```

***

[3]
# C24H49IN7O16S

A 7-piece molecular cluster, C24H49IN7O16S overall (wB97M-V/def2-TZVPD, the OMol25 dataset).

Output
LUMO level = -3.90 eV
HOMO = -12.2 eV
Total energy = -3226.0833 hartree
Molar mass = 850.7 g/mol
Gap between HOMO and LUMO = 8.27 eV

ORCA input file:
```
! wB97M-V def2-TZVPD RIJCOSX def2/J DEFGRID3
* xyz 1 1
C 4.52 -0.08 1.44
C 3.21 0.65 1.75
C 2.95 1.78 0.74
C 1.50 1.87 0.21
C 0.77 3.06 0.82
C -0.70 3.26 0.38
C -0.84 3.02 -1.09
C -0.08 3.81 -1.92
N -0.07 3.61 -3.24
C -0.80 2.65 -3.84
I -0.57 2.53 -5.89
C -1.62 1.84 -3.08
C -2.44 0.78 -3.77
C -1.63 -0.53 -3.87
C -2.51 -1.78 -3.80
S -1.60 -3.07 -3.00
O -1.97 -3.05 -1.62
O -0.21 -2.96 -3.34
O -2.14 -4.39 -3.66
C -1.64 2.03 -1.69
C -2.56 1.17 -0.83
O -1.88 0.55 0.23
C -2.67 -0.52 0.78
C -2.46 -0.67 2.28
C -1.02 -0.65 2.73
H 4.34 -0.88 0.72
H 4.96 -0.52 2.33
H 5.26 0.59 1.02
H 2.40 -0.06 1.73
H 3.28 1.10 2.73
H 3.61 1.63 -0.11
H 3.24 2.74 1.16
H 1.53 1.93 -0.88
H 0.99 0.95 0.47
H 0.76 2.93 1.90
H 1.35 3.96 0.62
H -1.38 2.65 0.94
H -0.95 4.31 0.55
H 0.56 4.58 -1.54
H 0.52 4.19 -3.81
H -3.36 0.60 -3.23
H -2.72 1.14 -4.75
H -1.03 -0.54 -4.77
H -0.93 -0.56 -3.04
H -2.79 -2.14 -4.78
H -3.40 -1.60 -3.21
H -1.43 -4.72 -4.24
H -3.34 1.83 -0.42
H -3.07 0.44 -1.43
H -3.73 -0.30 0.61
H -2.45 -1.44 0.24
H -2.90 -1.63 2.54
H -3.05 0.08 2.80
H -0.49 -1.53 2.38
H -0.51 0.22 2.36
H -0.96 -0.62 3.81
C 3.51 1.73 6.13
N 2.41 0.80 5.76
O 1.84 0.19 6.64
O 2.14 0.73 4.58
H 3.63 1.72 7.20
H 4.41 1.40 5.63
H 3.20 2.71 5.77
C -1.18 3.21 5.76
N 0.21 3.68 5.50
O 1.03 3.51 6.37
O 0.42 4.20 4.42
H -1.20 2.77 6.75
H -1.84 4.07 5.68
H -1.42 2.47 4.99
C -2.77 -7.49 -5.66
N -1.71 -6.90 -6.52
O -1.20 -5.85 -6.15
O -1.43 -7.49 -7.52
H -2.92 -6.86 -4.79
H -3.67 -7.56 -6.26
H -2.43 -8.48 -5.37
C 6.58 -0.44 9.74
N 5.49 0.19 8.94
O 5.59 0.17 7.73
O 4.57 0.68 9.55
H 7.32 -0.83 9.06
H 6.99 0.33 10.38
H 6.12 -1.22 10.34
C -4.46 4.20 -6.27
N -5.45 3.17 -5.84
O -5.02 2.09 -5.51
O -6.62 3.49 -5.83
H -3.50 3.72 -6.21
H -4.70 4.50 -7.29
H -4.55 5.04 -5.60
C 1.40 -5.52 -2.87
N 2.34 -6.59 -3.32
O 1.91 -7.71 -3.42
O 3.48 -6.24 -3.55
H 0.43 -5.98 -2.70
H 1.80 -5.09 -1.96
H 1.37 -4.77 -3.65
*
```

***

[4]
# C15H10IN5O

One molecule with the formula C15H10IN5O in a non-equilibrium geometry (wB97M-V/def2-TZVPD, the OMol25 dataset).

Output
LUMO level = -0.34 eV
HOMO = -8.1 eV
Total energy = -1224.2676 hartree
Molar mass = 403.2 g/mol
SMILES string = O=C(Nc1cnc2[nH]c(I)cc2c1)c1cccc2n[nH]cc12
ΔE to the lowest compared entry with this formula, charge and spin = 1.427 eV
Gap between HOMO and LUMO = 7.73 eV

ORCA input file:
```
! wB97M-V def2-TZVPD RIJCOSX def2/J DEFGRID3
* xyz 0 1
O 0.11 -1.45 -1.37
C -0.24 -0.27 -1.05
N 0.03 0.13 0.21
C 0.91 -0.33 1.21
C 2.00 -1.20 0.95
N 2.78 -1.63 1.95
C 2.41 -1.42 3.23
N 3.09 -1.76 4.35
C 2.41 -1.19 5.46
I 3.01 -1.57 7.53
C 1.49 -0.32 5.08
C 1.39 -0.53 3.58
C 0.53 -0.07 2.55
C -0.96 0.65 -1.90
C -0.80 2.08 -1.82
C -1.40 2.91 -2.70
C -2.25 2.35 -3.65
C -2.28 1.00 -3.92
N -2.95 0.51 -4.90
N -2.69 -0.80 -4.73
C -1.93 -1.07 -3.63
C -1.62 0.17 -3.07
H -0.59 0.90 0.43
H 2.45 -1.42 -0.06
H 3.88 -2.31 4.34
H 0.81 0.23 5.65
H -0.42 0.60 2.76
H -0.23 2.48 -1.00
H -1.31 3.99 -2.66
H -2.88 2.91 -4.15
H -3.15 -1.47 -5.37
H -1.61 -2.09 -3.29
*
```

***

[5]
# C18H26N4O6S

One molecule with the formula C18H26N4O6S (wB97M-V/def2-TZVPD, the OMol25 dataset).

Output
LUMO level = 0.07 eV
HOMO = -9.5 eV
Total energy = -1770.1695 hartree
Molar mass = 426.5 g/mol
SMILES string = CN(CCCNC(=O)c1cnc(C2OCCO2)s1)C(=O)CCN1CCOCC1=O
ΔE to the lowest compared entry with this formula, charge and spin = 0.381 eV
Gap between HOMO and LUMO = 9.52 eV

ORCA input file:
```
! wB97M-V def2-TZVPD RIJCOSX def2/J DEFGRID3
* xyz 0 1
C 0.09 3.12 -1.42
N 0.25 1.82 -2.06
C 1.29 1.74 -3.09
C 2.53 0.90 -2.75
C 2.99 0.98 -1.30
N 2.23 0.03 -0.47
C 2.62 -0.08 0.87
O 3.66 -0.59 1.20
C 1.60 0.30 1.88
C 1.66 0.04 3.22
N 0.61 0.48 3.96
C -0.26 1.07 3.20
C -1.56 1.70 3.66
O -2.20 2.26 2.53
C -3.23 1.34 2.12
C -3.10 0.18 3.10
O -2.44 0.78 4.22
S 0.14 1.14 1.53
C -0.81 0.96 -2.00
O -1.80 1.19 -1.32
C -0.71 -0.33 -2.80
C -1.46 -1.47 -2.11
N -0.76 -1.98 -0.94
C 0.40 -2.83 -1.20
C 1.08 -3.27 0.08
O 0.13 -3.81 0.97
C -0.76 -2.80 1.39
C -1.43 -2.04 0.25
O -2.50 -1.50 0.44
H -0.66 3.05 -0.64
H 1.04 3.43 -0.98
H -0.22 3.88 -2.14
H 0.86 1.39 -4.03
H 1.61 2.77 -3.27
H 2.37 -0.15 -2.99
H 3.34 1.24 -3.41
H 4.04 0.71 -1.22
H 2.89 2.01 -0.92
H 1.24 0.28 -0.54
H 2.48 -0.48 3.70
H -1.36 2.48 4.40
H -4.19 1.85 2.21
H -3.06 1.03 1.09
H -4.05 -0.21 3.45
H -2.50 -0.63 2.68
H -1.18 -0.15 -3.77
H 0.32 -0.61 -2.99
H -2.43 -1.12 -1.78
H -1.60 -2.29 -2.82
H 0.07 -3.72 -1.77
H 1.12 -2.28 -1.81
H 1.81 -4.05 -0.14
H 1.60 -2.43 0.54
H -1.55 -3.26 1.97
H -0.25 -2.06 2.02
*
```

***

[6]
# C29H27NO2PS2V

C29H27NO2PS2V as an isolated structure in a non-equilibrium geometry (wB97M-V/def2-TZVPD, the OMol25 dataset).

Output
LUMO level (spin up / spin down) = 0.33 / 0.35 eV
HOMO (spin up / spin down) = -7.4 / -7.8 eV
Total energy = -3408.2621 hartree
Molar mass = 567.6 g/mol
Gap between HOMO and LUMO (spin up / spin down) = 7.78 / 8.12 eV

ORCA input file:
```
! wB97M-V def2-TZVPD RIJCOSX def2/J DEFGRID3
* xyz 0 3
V -0.39 -0.48 -0.92
C -1.31 -2.96 4.70
C -1.69 -1.64 4.90
C -1.42 -0.68 3.93
C -0.77 -1.04 2.76
C -0.39 -2.37 2.56
C -0.65 -3.32 3.53
P -0.30 0.13 1.46
C -1.12 1.67 1.90
C -2.49 1.65 2.12
C -3.18 2.82 2.35
C -2.51 4.04 2.35
C -1.15 4.07 2.11
C -0.45 2.89 1.89
C 1.48 0.31 1.73
C 2.03 0.76 2.91
C 3.43 0.78 3.06
C 4.23 0.30 2.05
C 3.68 -0.20 0.85
C 4.49 -0.75 -0.17
C 3.92 -1.28 -1.28
C 2.51 -1.26 -1.44
C 1.67 -0.70 -0.51
C 2.28 -0.18 0.67
H -1.52 -3.70 5.46
H -2.20 -1.35 5.81
H -1.71 0.35 4.10
H 0.14 -2.65 1.65
H -0.35 -4.35 3.38
H -3.03 0.70 2.11
H -4.25 2.79 2.52
H -3.05 4.96 2.52
H -0.62 5.01 2.09
H 0.61 2.93 1.69
H 1.40 1.10 3.72
H 3.87 1.14 3.98
H 5.31 0.29 2.17
H 5.57 -0.76 -0.03
H 4.53 -1.73 -2.05
H 2.10 -1.72 -2.33
C -2.49 -3.03 -0.12
C -1.38 -2.15 -0.58
O -0.44 -2.56 -1.24
H -2.17 -4.08 -0.07
H -3.28 -2.95 -0.87
H -2.90 -2.70 0.83
S -1.85 3.92 -1.71
C -1.17 2.50 -1.39
N -0.66 1.47 -1.16
O -1.21 -0.54 -3.03
S -0.03 -0.71 -3.93
C -0.73 -0.95 -5.60
C -0.14 0.14 -6.49
C -0.07 1.39 -5.62
C 0.59 0.96 -4.32
H -1.80 -0.80 -5.45
H -0.55 -1.97 -5.92
H -0.76 0.28 -7.38
H 0.86 -0.15 -6.83
H -1.07 1.77 -5.42
H 0.50 2.19 -6.10
H 0.37 1.58 -3.46
H 1.68 0.86 -4.42
*
```

***

[7]
# CH5NOP2

One molecule with the formula CH5NOP2 in a non-equilibrium geometry (wB97M-V/def2-TZVPD, the OMol25 dataset).

Output
LUMO level = 0.10 eV
HOMO = -9.1 eV
Total energy = -853.6739 hartree
Molar mass = 109.0 g/mol
SMILES string = C/P=N/OP
ΔE to the lowest compared entry with this formula, charge and spin = 2.808 eV
Gap between HOMO and LUMO = 9.17 eV

ORCA input file:
```
! wB97M-V def2-TZVPD RIJCOSX def2/J DEFGRID3
* xyz 0 1
C 0.93 -1.41 1.43
P -0.20 0.06 1.47
N -0.20 0.44 0.00
O -0.67 1.69 -0.39
P -0.79 2.05 -2.00
H 1.61 -1.37 2.17
H 0.39 -2.46 1.49
H 1.47 -1.54 0.40
H -0.27 3.45 -1.92
H -2.24 2.53 -1.93
*
```

***

[8]
# C3H8NS

A 2-piece molecular cluster, C3H8NS overall (wB97M-V/def2-TZVPD, the OMol25 dataset).

Output
LUMO level = 4.17 eV
HOMO = -2.3 eV
Total energy = -572.0326 hartree
Molar mass = 90.2 g/mol
ΔE to the lowest compared entry with this formula, charge and spin = 1.243 eV
Gap between HOMO and LUMO = 6.47 eV

ORCA input file:
```
! wB97M-V def2-TZVPD RIJCOSX def2/J DEFGRID3
* xyz -1 1
C 0.43 -0.93 2.20
S 1.53 -1.78 1.02
H 0.20 0.09 1.89
H -0.54 -1.44 2.21
H 0.85 -0.86 3.21
C -1.19 0.63 -0.78
C 0.74 0.66 -2.05
N -0.48 0.99 -2.02
H -0.56 0.80 0.09
H -1.49 -0.42 -0.85
H -2.08 1.27 -0.71
H 1.32 0.88 -2.95
H 1.27 0.11 -1.27
*
```

***

[9]
# C2H8N2O4

C2H8N2O4 as an isolated structure in a non-equilibrium geometry (wB97M-V/def2-TZVPD, the OMol25 dataset).

Output
LUMO level = 0.35 eV
HOMO = -8.6 eV
Total energy = -491.2865 hartree
Molar mass = 124.1 g/mol
ΔE to the lowest compared entry with this formula, charge and spin = 7.152 eV
Gap between HOMO and LUMO = 8.93 eV

ORCA input file:
```
! wB97M-V def2-TZVPD RIJCOSX def2/J DEFGRID3
* xyz 0 1
C -0.60 -1.65 1.12
C -0.31 -0.21 0.86
O -1.35 0.47 0.37
O 0.47 0.40 1.73
H -1.05 1.40 0.19
H -1.02 -2.09 0.22
H -1.31 -1.72 1.95
H 0.33 -2.16 1.38
N 1.36 1.66 -0.61
N 0.13 -0.64 -1.74
O 0.82 -0.21 -0.61
O 0.39 2.35 -0.15
H 0.67 1.31 1.37
H 1.35 1.69 -1.65
H -0.65 0.01 -1.92
H 0.78 -0.61 -2.53
*
```

***

[10]
# C31H37N3O4

A 2-piece molecular cluster, C31H37N3O4 overall in a non-equilibrium geometry (wB97M-V/def2-TZVPD, the OMol25 dataset).

Output
LUMO level = -0.80 eV
HOMO = -4.8 eV
Total energy = -1668.5544 hartree
Molar mass = 515.7 g/mol
ΔE to the lowest compared entry with this formula, charge and spin = 4.166 eV
Gap between HOMO and LUMO = 4.00 eV

ORCA input file:
```
! wB97M-V def2-TZVPD RIJCOSX def2/J DEFGRID3
* xyz 0 1
C 1.52 2.14 6.70
O 1.94 0.76 6.57
C 2.01 0.23 5.32
C 2.31 -1.16 5.25
C 2.46 -1.75 4.02
C 2.47 -1.00 2.83
C 2.95 -1.55 1.56
C 2.48 -2.70 1.00
C 2.38 -3.06 -0.46
N 2.92 -2.07 -1.44
C 4.13 -1.51 -1.25
C 4.62 -0.53 -2.08
C 3.90 -0.21 -3.26
N 4.31 0.81 -4.06
C 3.93 0.93 -5.45
C 5.36 1.72 -3.63
C 2.73 -0.97 -3.54
C 2.27 -1.87 -2.62
C 1.81 -3.76 1.87
C 2.49 -5.10 1.89
O 0.77 -3.56 2.50
C 2.12 0.37 2.91
C 1.87 0.98 4.13
H 1.51 2.32 7.77
H 2.24 2.81 6.20
H 0.52 2.29 6.27
H 2.41 -1.72 6.17
H 2.60 -2.83 3.97
H 3.47 -0.84 0.92
H 2.88 -4.03 -0.62
H 1.32 -3.20 -0.74
H 4.70 -1.83 -0.38
H 5.54 -0.03 -1.81
H 2.97 0.46 -5.64
H 3.87 2.00 -5.69
H 4.69 0.47 -6.11
H 5.20 2.04 -2.59
H 6.36 1.27 -3.71
H 5.32 2.60 -4.28
H 2.16 -0.82 -4.45
H 1.36 -2.46 -2.76
H 3.58 -4.98 1.84
H 2.21 -5.63 2.81
H 2.16 -5.69 1.02
H 2.05 0.95 1.99
H 1.60 2.04 4.18
C 6.02 -6.17 0.29
C 6.39 -4.72 0.33
O 5.62 -4.13 1.41
C 5.88 -2.81 1.51
C 5.39 -2.21 2.78
C 5.64 -0.77 2.99
N 5.17 -3.08 3.73
C 5.10 -2.94 5.02
C 4.72 -4.07 5.85
C 4.58 -3.95 7.25
C 4.15 -5.04 8.00
C 3.87 -6.26 7.37
C 4.04 -6.40 5.98
C 4.48 -5.31 5.23
O 6.49 -2.18 0.65
H 6.61 -6.66 -0.49
H 6.24 -6.67 1.24
H 4.96 -6.32 0.06
H 7.45 -4.58 0.56
H 6.15 -4.20 -0.61
H 5.89 -0.33 2.02
H 4.74 -0.28 3.40
H 6.47 -0.60 3.69
H 5.32 -1.98 5.51
H 4.82 -2.98 7.71
H 4.04 -4.93 9.08
H 3.53 -7.11 7.97
H 3.83 -7.35 5.49
H 4.65 -5.40 4.15
*
```